Molecular formula: C24H32O24
Method: DFT, ωB97M-V/def2-TZVPD

## Properties
HOMO, Eh: -0.3728
LUMO energy, eV: -0.181
Orbital gap, eV: 9.96

Geometry as ORCA input:
```
! RIJCOSX wB97M-V def2-TZVPD def2/J DEFGRID3
* xyz 0 1
O -27.86009 9.26598 -14.92914
C -29.09873 9.35088 -15.10332
O -29.86498 10.11687 -14.39654
C -31.14615 9.98662 -14.79716
C -31.12765 9.08557 -16.16349
O -29.75683 8.80188 -16.16604
H -31.50879 9.33252 -14.00423
H -31.79768 10.85682 -14.71738
H -31.35299 9.55343 -17.12183
H -31.69172 8.16071 -16.04284
O -34.26344 7.88683 -5.98132
C -35.14724 7.72159 -6.81452
O -35.77460 6.57548 -7.14725
C -36.84382 6.87888 -7.90747
C -36.54234 8.22328 -8.46522
O -35.45408 8.69471 -7.66629
H -36.99303 6.06892 -8.62148
H -37.69585 6.93187 -7.22973
H -37.47687 8.73890 -8.24413
H -36.41945 8.35832 -9.53982
O -36.87042 4.53288 -11.76719
C -37.04422 3.29604 -11.55352
O -36.09949 2.46384 -11.13490
C -36.63341 1.13095 -11.03575
C -38.23362 1.36011 -10.99962
O -38.30070 2.66734 -11.57355
H -36.28965 0.46269 -11.82527
H -36.30194 0.67478 -10.10294
H -38.62448 1.37433 -9.98220
H -38.81418 0.67124 -11.61322
O -33.13157 3.46978 -9.56448
C -32.66233 2.35667 -9.88913
O -31.57317 1.95316 -9.51561
C -31.17369 0.67951 -9.93719
C -32.59272 0.18714 -10.45392
O -33.23291 1.42348 -10.61269
H -30.54247 0.82295 -10.81417
H -30.81415 0.03984 -9.13118
H -33.01461 -0.48369 -9.70552
H -32.50573 -0.39706 -11.37002
O -39.07004 12.56853 -11.03752
C -37.94710 12.36545 -10.57518
O -37.77227 12.05176 -9.44708
C -36.44445 11.93268 -9.08711
C -35.78834 11.71608 -10.41518
O -36.81955 12.33082 -11.24432
H -36.01025 12.80411 -8.59702
H -36.41639 11.06375 -8.42963
H -35.62539 10.64676 -10.54975
H -34.89065 12.30367 -10.60750
O -28.04249 11.71725 -9.10034
C -28.91974 11.86097 -9.97197
O -30.15780 12.09671 -9.56484
C -31.04031 12.35646 -10.57392
C -30.18762 12.08904 -11.80581
O -28.91609 11.82022 -11.25431
H -31.83620 11.63075 -10.40659
H -31.45917 13.34791 -10.74621
H -30.22280 12.90271 -12.53024
H -30.45243 11.18691 -12.35730
O -32.94792 9.60948 -11.63819
C -33.45864 8.49706 -11.57899
O -34.73261 8.20454 -11.83183
C -34.86795 6.75898 -11.55566
C -33.49496 6.32879 -11.81999
O -32.72743 7.40910 -11.29825
H -35.29671 6.38551 -10.62572
H -35.20823 6.40045 -12.52713
H -33.07688 6.13470 -12.80773
H -33.14701 5.54198 -11.15069
O -35.27374 10.05577 -17.33622
C -35.69063 10.03553 -16.19152
O -34.93509 9.82478 -15.04541
C -35.86121 9.73516 -13.97273
C -37.02037 10.55278 -14.38088
O -36.87999 10.53567 -15.83120
H -36.28567 8.81611 -13.56864
H -35.77322 10.41473 -13.12506
H -36.98204 11.59581 -14.06669
H -37.93159 10.04277 -14.06837
*
```

Mulliken population analysis, charges in e, atoms 1 to 5: -0.608 0.557 -0.252 -0.183 -0.116